Entry 1:
Molecular formula: C14H38N10O12Zn2
Method: DFT, ωB97M-V/def2-TZVPD

**Relative energy (zero: lowest compared OMol25 entry of this formula, charge and spin)**: 145.6 kcal per mole
**HOMO level**: -8.64 eV
**Total energy**: -151439.1792 eV
**Maximum force**: 14.92 eV/Å

Element x y z (Å)
H 1.46 0.79 -1.53
C -6.68 2.43 0.99
O -5.20 2.55 1.12
O -3.23 -0.82 -1.59
N 2.77 -1.21 -3.85
H -1.51 2.01 0.67
N 0.36 -3.83 2.40
C 3.97 -3.09 -0.13
O -0.21 -0.49 -0.54
H 2.78 -4.71 0.42
N -2.11 1.81 5.25
C 3.33 1.53 -1.84
H 4.25 3.11 -0.58
H -0.58 0.63 4.51
H 5.13 2.25 -2.86
N 2.84 -3.76 0.09
H -2.16 -3.30 4.09
C 3.29 2.62 -0.77
C 4.08 2.06 -3.06
C -2.73 -1.96 -1.83
O -3.25 1.59 3.34
H 3.53 2.93 -3.42
Zn -2.41 -0.43 0.18
H 2.36 -2.71 -5.50
N -1.30 0.64 3.80
H -2.74 2.55 5.53
O 1.21 -2.28 -2.65
C -2.39 2.67 -1.53
H -2.85 1.78 1.51
O 5.13 -3.57 -0.16
H -7.16 3.17 0.34
O -0.46 -5.18 4.03
O -2.30 -2.33 -0.73
H -7.01 1.44 0.68
C -2.29 1.42 4.06
H -4.77 1.43 -0.62
H 4.46 -1.21 -0.59
N -1.37 -3.22 3.47
C 1.93 -2.19 -3.65
H 2.69 3.47 -1.10
H -1.31 1.60 5.83
H 4.27 1.95 1.78
H 3.78 0.63 -1.43
H 2.85 1.09 2.21
O -1.88 -2.27 -2.69
H -1.18 -2.44 2.86
H 1.57 2.11 -2.36
H 1.05 -4.52 2.16
H 0.25 -3.06 1.76
H 2.81 -0.47 -3.16
H -2.89 3.44 -2.12
Zn -0.35 -2.31 -1.40
H -5.04 3.08 -0.81
N 2.02 1.22 -2.25
H -2.86 3.59 0.29
C 3.38 1.49 1.35
C -0.48 -4.17 3.35
N 1.87 -2.99 -4.66
H -1.24 0.05 2.98
C 0.23 -0.73 0.57
H 2.75 -1.51 -0.40
C -4.59 2.37 -0.10
H -7.10 2.68 1.96
C -3.10 2.64 -0.19
N 3.71 -1.84 -0.36
O -0.76 -0.73 1.33
H 1.26 -3.78 -4.54
H -2.42 1.70 -2.03
O 0.68 -1.85 0.27
H -1.31 2.82 -1.46
H 3.13 -1.06 -4.78
N -2.44 1.63 0.60
O 2.63 2.23 0.46
H 4.01 1.28 -3.81
H 2.02 -3.17 0.12
H 3.82 0.71 0.73

Atom charges from the Mulliken analysis, given in e for atoms 1 to 5:
1. H -0.31
2. C -0.79
3. O -0.27
4. O -0.73
5. N -0.25

---

Entry 2:
Molecular formula: C10H18N2
Method: DFT, ωB97M-V/def2-TZVPD

**Relative energy (zero: lowest compared OMol25 entry of this formula, charge and spin)**: 84.8 kcal per mole
**HOMO level**: -18.70 eV
**Total energy**: -13620.1954 eV
**Maximum force**: 4.09 eV/Å
**Total charge**: +2

Element x y z (Å)
H 2.36 1.47 1.85
C -2.64 1.66 -1.18
H 0.29 0.52 -1.94
H -2.00 -2.40 1.64
H -2.41 -0.50 -1.44
C 2.98 -0.35 0.05
H 0.61 -1.23 -2.07
H -2.88 2.55 -0.30
H -1.70 1.99 -1.69
C 1.79 2.05 1.15
H 1.89 0.05 -2.36
N 0.92 1.15 0.43
H 3.15 -1.35 -0.37
C 1.05 -0.21 -1.72
H 2.49 2.47 0.39
C -1.25 0.16 0.17
H 3.05 -0.23 1.18
H 1.20 2.82 1.69
H -3.43 1.81 -1.94
C -1.36 -2.31 0.81
C 0.61 -1.14 0.37
N -0.66 -1.11 0.51
C -2.55 0.23 -0.59
H -0.67 -3.18 0.89
H 3.53 0.41 -0.54
H -1.98 -2.37 -0.01
H 1.05 -2.15 0.41
H -3.44 0.11 0.10
C -0.32 0.98 0.42
C 1.50 -0.11 -0.22

Atom charges from the Mulliken analysis, given in e for atoms 1 to 5:
1. H 0.35
2. C -1.38
3. H 0.29
4. H 0.37
5. H 0.48

---

Entry 3:
Molecular formula: C2H4IN
Method: DFT, ωB97M-V/def2-TZVPD

**Relative energy (zero: lowest compared OMol25 entry of this formula, charge and spin)**: 69.1 kcal per mole
**HOMO level (alpha / beta)**: -5.91 / -9.31 eV
**Total energy**: -11723.3125 eV
**Maximum force**: 4.43 eV/Å
**Spin multiplicity**: 3
**⟨S²⟩**: 2.0187

Element x y z (Å)
H 0.31 -1.65 -0.55
H 0.63 -2.12 1.20
C -0.15 1.25 -0.33
C 0.35 -1.34 0.50
I -0.55 0.70 -2.38
H 0.94 1.38 -0.15
H -0.96 1.95 -0.09
N 0.16 -0.21 0.90

Atom charges from the Mulliken analysis, given in e for atoms 1 to 5:
1. H 0.14
2. H 0.29
3. C -0.71
4. C -0.12
5. I -0.02

---

Entry 4:
Molecular formula: C3H10N2
Method: DFT, ωB97M-V/def2-TZVPD

**Relative energy (zero: lowest compared OMol25 entry of this formula, charge and spin)**: 55.2 kcal per mole
**HOMO level**: -8.76 eV
**Total energy**: -6251.0340 eV
**Maximum force**: 4.49 eV/Å

Element x y z (Å)
H 0.64 -1.53 0.22
C 1.93 0.15 0.27
C -1.82 -0.65 0.10
N -0.63 0.12 0.41
N -0.86 1.42 -0.05
H 1.95 1.26 0.20
H 2.77 -0.35 -0.43
H -2.48 -0.20 0.68
H -0.76 1.33 -1.07
H -1.52 -1.62 0.27
H -0.12 1.89 0.43
C 0.52 -0.53 -0.12
H 0.52 -0.63 -1.25
H -2.17 -0.71 -0.99
H 2.03 0.04 1.34

Atom charges from the Mulliken analysis, given in e for atoms 1 to 5:
1. H 0.37
2. C -1.07
3. C -0.89
4. N -0.04
5. N -0.64

---

Entry 5:
Molecular formula: C24H59N5O2
Method: DFT, ωB97M-V/def2-TZVPD

**Relative energy (zero: lowest compared OMol25 entry of this formula, charge and spin)**: 71.9 kcal per mole
**HOMO level**: -8.14 eV
**Total energy**: -37387.1357 eV
**Maximum force**: 3.90 eV/Å

Element x y z (Å)
C -10.74 8.23 -17.38
H 4.23 12.17 -10.49
H -9.24 8.34 -19.55
C -2.14 10.86 -7.32
H -10.14 7.33 -17.27
N 3.44 13.76 -12.94
C -8.54 9.12 -19.25
H -6.99 -2.84 -6.25
H -5.19 -2.60 -6.20
H 1.44 7.38 -10.60
H -1.46 10.01 -7.44
C -2.33 6.33 -12.89
N -3.47 10.21 -7.24
H -2.17 11.58 -8.14
H -7.36 9.72 -16.09
H -5.44 8.22 -8.43
C -5.92 1.05 -8.29
H -6.46 1.78 -7.69
C -5.58 9.26 -8.13
H 2.12 13.47 -15.35
C -6.12 -2.37 -6.71
H -6.14 -4.31 -7.71
C -7.37 11.36 -17.51
C -4.21 9.87 -8.36
H 4.30 12.44 -14.17
H -11.54 8.19 -16.64
H -7.21 8.47 -20.91
H -6.36 9.75 -8.71
H 4.80 11.44 -11.97
H 0.53 14.28 -13.55
H -2.02 11.30 -6.33
H -6.79 0.72 -5.69
H 2.64 14.91 -11.40
H 5.33 13.63 -13.02
O -3.85 10.23 -9.45
H -2.93 6.65 -12.03
C -7.19 8.63 -19.83
C -9.79 9.36 -17.17
H -8.58 -0.60 -4.17
H -8.02 12.03 -16.94
H -5.82 9.35 -7.08
H 5.97 12.26 -11.17
H -11.19 8.46 -18.35
H 1.33 11.95 -14.61
H -2.84 5.63 -13.56
H -10.32 10.15 -17.70
N -0.40 6.79 -11.61
H -0.93 7.63 -11.43
H -9.77 9.64 -16.12
H 1.67 6.07 -11.59
C 1.16 14.91 -12.91
C -0.98 5.89 -12.38
H -5.26 -3.05 -8.68
N -6.47 -0.96 -6.89
H -6.63 0.77 -9.07
H 3.08 11.65 -13.30
N -8.46 9.12 -17.83
C 4.69 13.62 -12.14
H -5.02 1.53 -8.70
H 1.56 15.55 -13.69
H -9.17 -0.29 -5.84
H -8.85 10.07 -19.67
H 5.01 14.49 -11.56
H -6.77 7.78 -19.28
H -7.04 -3.14 -8.61
H 0.85 5.82 -10.21
H -6.19 -0.61 -4.83
C -8.36 -0.71 -5.24
C 3.27 12.59 -13.83
C -7.45 9.89 -17.16
H 1.93 13.30 -11.47
C -6.12 -3.27 -8.04
C 2.23 14.16 -12.07
H -2.20 7.27 -13.43
H -3.87 10.03 -6.33
C 4.90 12.33 -11.34
H -8.54 -1.78 -5.31
H -4.68 0.11 -6.70
H 2.65 11.89 -15.68
H -6.53 9.44 -17.56
C 2.24 12.49 -14.88
H 0.48 15.43 -12.24
H -7.57 11.60 -18.55
C 0.88 6.54 -11.02
H -6.37 9.34 -19.73
H -4.64 -0.71 -8.15
O -0.42 4.81 -12.66
C -6.93 -0.36 -5.59
C -5.35 -0.17 -7.52
H -6.36 11.71 -17.28

Atom charges from the Mulliken analysis, given in e for atoms 1 to 5:
1. C -1.35
2. H 0.28
3. H 0.41
4. C -0.80
5. H 0.30

---

Entry 6:
Molecular formula: C26H29N3O4S
Method: DFT, ωB97M-V/def2-TZVPD

**Relative energy (zero: lowest compared OMol25 entry of this formula, charge and spin)**: 63.0 kcal per mole
**HOMO level**: -8.44 eV
**Total energy**: -50927.1800 eV
**Maximum force**: 1.40 eV/Å

Element x y z (Å)
C 3.48 -1.19 1.68
H -3.62 -3.86 -1.49
H -3.00 2.36 -2.80
H 5.60 -3.97 4.70
H 4.12 -1.24 -0.37
H 2.85 -0.49 3.56
H -2.39 -3.13 -2.53
N -2.34 1.01 0.24
H -4.80 1.70 -0.31
H 7.97 -2.31 1.57
H 0.44 3.79 1.10
C 1.39 0.15 2.07
C -1.23 0.40 0.93
H 2.09 0.02 -1.21
H -7.56 -0.03 -1.08
C 6.91 -3.22 3.19
C 2.39 0.03 -0.16
C -2.91 -1.00 -1.02
C -3.83 -1.75 -1.73
H -1.98 2.32 -4.27
H -7.12 0.45 -2.72
H -1.55 -0.56 1.34
C 0.50 3.33 -0.96
C -6.84 0.54 -1.67
H 2.01 3.17 0.52
H -0.99 1.08 1.75
H 7.78 -3.74 3.57
C 2.65 -0.55 2.50
C -0.94 2.57 -2.45
C 4.67 -1.89 2.19
C 4.58 -2.69 3.33
O -0.12 0.15 -1.18
C 3.19 -1.21 0.21
H -6.90 1.58 -1.38
H -4.04 -3.36 -3.13
N 1.19 0.10 0.64
H -1.91 -1.39 -0.88
C 5.69 -3.35 3.82
S -2.13 2.66 0.07
O 0.23 2.83 -3.04
H 1.42 1.19 2.42
H 3.00 0.93 0.03
C -0.01 0.20 0.03
H 2.62 -2.11 -0.04
H 1.53 4.82 0.14
C -0.83 2.87 -1.12
C -5.10 -1.24 -1.95
O -1.65 3.14 1.34
C -3.25 0.25 -0.51
N 1.11 3.29 -2.11
H 6.01 -1.13 0.69
C -3.45 -3.10 -2.26
C 5.91 -1.77 1.56
C -5.46 0.01 -1.45
C 7.02 -2.42 2.06
H -5.82 -1.81 -2.52
C -4.53 0.74 -0.72
H 0.55 -0.35 2.58
C -2.06 2.02 -3.23
H -2.03 0.93 -3.18
C 1.16 3.80 0.28
O -3.31 3.26 -0.48
H 3.62 -2.81 3.81

Atom charges from the Mulliken analysis, given in e for atoms 1 to 5:
1. C 0.62
2. H 0.33
3. H 0.32
4. H 0.38
5. H 0.49

---

Entry 7:
Molecular formula: ClF2NS
Method: DFT, ωB97M-V/def2-TZVPD

**Relative energy (zero: lowest compared OMol25 entry of this formula, charge and spin)**: 2.0 kcal per mole
**HOMO level (alpha / beta)**: -9.42 / -9.53 eV
**Total energy**: -30277.8909 eV
**Maximum force**: 2.62 eV/Å
**Spin multiplicity**: 3
**⟨S²⟩**: 2.0100

Element x y z (Å)
F 2.26 -0.98 -0.17
Cl -2.93 0.04 -0.42
F 1.25 1.23 -0.15
N -1.88 -0.01 0.69
S 0.84 -0.34 -0.44

Charges computed using Mulliken, reported in e:
1. F -0.19
2. Cl 0.16
3. F -0.22
4. N -0.16
5. S 0.41